# 1
A 2-piece molecular cluster, C3H9NO2S2 overall at a distorted geometry, computed with ωB97M-V/def2-TZVPD.

Summary:
Spin multiplicity: 1
HOMO level in eV: -9.381
Kohn-Sham gap in eV: 9.9
LUMO level in eV: 0.56
SMILES: O=CNCCSS.O
Calculated total energy in Ha: -1121.31769

Last column: Löwdin charge in e.
Atoms and positions in Å:
S (3.138, -0.789, 2.107)  0.316
S (1.896, -1.838, 0.907)  0.432
C (0.629, -0.630, 0.527)  -0.579
C (-0.218, -1.168, -0.630)  -0.272
N (-1.279, -0.241, -1.009)  0.015
C (-2.342, 0.025, -0.200)  -0.371
O (-3.171, 0.855, -0.491)  0.018
H (2.632, -1.008, 3.337)  -0.190
H (0.037, -0.398, 1.362)  0.051
H (1.015, 0.339, 0.201)  0.065
H (-0.631, -2.147, -0.423)  0.108
H (0.425, -1.217, -1.501)  0.116
H (-1.388, 0.160, -1.928)  0.143
H (-2.341, -0.610, 0.702)  0.140
H (-0.173, 2.574, -0.753)  0.031
H (0.988, 3.392, -1.417)  0.032
O (0.783, 2.701, -0.790)  -0.055

Atomic forces in eV per Å
S 0.545 0.350 0.250
S -0.051 -0.252 0.035
C 0.054 0.447 -1.499
C 0.053 0.708 -0.507
N -0.486 -0.071 0.761
C 0.527 -0.022 -0.681
O -0.379 -0.056 0.380
H -0.186 -0.144 -0.155
H -0.906 -0.069 1.374
H 0.498 -0.209 -0.032
H -0.038 -0.357 0.075
H 0.133 -0.415 -0.102
H 0.511 -0.059 -0.086
H -0.211 0.207 0.184
H 0.130 0.275 -0.212
H -0.254 0.214 -0.190
O 0.060 -0.547 0.405

=====

# 2
C2H4Li2O2 as an isolated structure at a distorted geometry, computed with ωB97M-V/def2-TZVPD.

Summary:
Spin multiplicity: 2
HOMO level (alpha / beta) in eV: -0.259 / -1.623
Kohn-Sham gap (alpha / beta) in eV: 2.9 / 4.5
LUMO level (alpha / beta) in eV: 2.67 / 2.85
Total charge: -1
Calculated total energy in Ha: -244.10920

Last column: Mulliken spin population.
Atoms and positions in Å:
O (-0.202, -2.100, 0.172)  -0.042
H (-0.950, -2.541, 0.584)  0.005
C (-0.635, -0.499, -0.075)  0.031
C (0.605, 0.266, 0.065)  0.032
O (1.082, 0.254, 1.383)  -0.914
H (-1.345, -0.383, 0.772)  -0.002
H (-1.098, -0.409, -1.069)  -0.001
H (0.480, 1.297, -0.315)  0.000
Li (1.963, 0.852, 2.736)  1.304
Li (1.545, -1.475, 0.883)  0.589

Atomic forces in eV per Å
O 0.136 1.022 -0.537
H -0.247 -0.026 0.213
C 0.850 -0.193 0.473
C -0.660 -0.118 -0.228
O 0.367 -0.102 0.795
H -0.033 -0.318 -0.196
H 0.148 -0.195 0.415
H 0.213 -0.453 -0.351
Li -0.214 -0.167 -0.275
Li -0.558 0.550 -0.309

=====

# 3
One molecule with the formula C3H5NS2 at a distorted geometry, computed with ωB97M-V/def2-TZVPD.

Summary:
Spin multiplicity: 1
HOMO level in eV: -8.537
Kohn-Sham gap in eV: 7.8
LUMO level in eV: -0.74
SMILES: S=CCNC=S
Calculated total energy in Ha: -968.35106

Last column: Löwdin charge in e.
Atoms and positions in Å:
C (1.474, -0.634, 0.401)  -0.641
C (0.537, 0.169, -0.549)  -0.350
C (-1.701, 0.105, 0.199)  -0.745
H (0.989, -0.808, 1.582)  0.145
H (1.170, 0.962, -1.197)  0.151
H (0.253, -0.648, -1.254)  0.075
H (-0.623, 1.798, 0.367)  0.200
H (-2.447, 0.616, 0.879)  0.084
N (-0.708, 0.827, -0.148)  -0.102
S (3.043, -0.872, -0.097)  0.628
S (-1.986, -1.517, -0.182)  0.556

Atomic forces in eV per Å
C -0.040 1.574 2.327
C 1.693 0.633 -2.812
C -4.335 -2.983 1.694
H 1.612 0.053 -3.563
H -1.288 -1.946 1.670
H -0.041 0.807 0.155
H -0.074 -2.673 -1.572
H 0.665 -0.394 -1.045
N 3.929 3.626 1.662
S -2.416 -0.133 1.109
S 0.295 1.435 0.375

=====

# 4
C26H58OP4Sc as an isolated structure at a distorted geometry, computed with ωB97M-V/def2-TZVPD.

Summary:
Spin multiplicity: 1
HOMO level in eV: -16.167
Kohn-Sham gap in eV: 5.5
LUMO level in eV: -10.64
Total charge: +3
Calculated total energy in Ha: -3225.87893

Last column: Löwdin charge in e.
Atoms and positions in Å:
Sc (0.287, -0.430, 0.211)  0.583
P (-1.916, -1.267, 1.725)  0.790
P (1.827, -1.506, 1.980)  0.764
P (-0.422, -3.198, -0.923)  0.908
H (-0.649, 2.634, -3.781)  0.050
C (-0.804, 1.652, -4.232)  -0.051
C (-1.948, 0.963, -4.073)  -0.061
H (-2.727, 1.293, -3.405)  0.032
C (-2.766, -0.085, 2.848)  -0.240
C (-1.680, -2.641, 2.930)  -0.243
C (-3.403, -1.868, 0.810)  -0.252
C (3.544, -1.258, 1.329)  -0.214
C (2.010, -0.927, 3.727)  -0.227
C (1.846, -3.337, 2.245)  -0.238
C (-1.565, -3.052, -2.334)  -0.143
C (-0.973, -4.516, 0.122)  -0.173
C (1.187, -3.723, -1.553)  -0.136
H (0.031, 1.266, -4.849)  0.072
H (-2.124, 0.040, -4.611)  0.054
H (-3.387, 0.629, 2.299)  0.037
H (-2.026, 0.461, 3.451)  0.049
H (-3.452, -0.559, 3.542)  0.070
H (-0.687, -2.568, 3.389)  0.017
H (-1.803, -3.637, 2.490)  0.036
H (-2.414, -2.615, 3.759)  0.083
H (-3.532, -1.289, -0.115)  0.044
H (-4.343, -1.776, 1.393)  0.085
H (-3.374, -2.941, 0.557)  0.035
H (3.543, -1.452, 0.256)  0.022
H (4.197, -1.968, 1.850)  0.075
H (3.845, -0.220, 1.537)  0.070
H (2.596, -1.687, 4.285)  0.079
H (1.014, -0.790, 4.190)  0.055
H (2.585, 0.018, 3.734)  0.057
H (2.663, -3.540, 2.941)  0.071
H (2.038, -3.857, 1.293)  0.033
H (0.888, -3.689, 2.659)  0.029
H (-1.751, -4.039, -2.762)  0.093
H (-1.111, -2.333, -3.031)  0.058
H (-2.479, -2.573, -1.947)  0.063
H (-0.894, -5.401, -0.507)  0.100
H (-2.013, -4.417, 0.421)  0.054
H (-0.352, -4.674, 1.002)  0.059
H (1.020, -4.728, -1.980)  0.109
H (1.982, -3.729, -0.783)  0.066
H (1.523, -3.054, -2.352)  0.039
C (2.005, -0.313, -2.375)  -0.359
C (3.395, -0.439, -2.244)  -0.028
C (4.087, -1.246, -3.125)  -0.054
C (3.459, -1.838, -4.209)  -0.056
C (2.078, -1.675, -4.390)  -0.066
C (1.361, -0.891, -3.486)  -0.079
O (1.300, 0.207, -1.340)  -0.284
H (-0.681, -1.813, -0.521)  -0.060
H (3.893, 0.114, -1.470)  0.111
H (5.141, -1.361, -2.977)  0.118
H (4.033, -2.502, -4.861)  0.125
H (1.579, -2.148, -5.230)  0.122
H (0.334, -0.663, -3.693)  0.067
C (0.982, 2.568, 2.901)  -0.097
C (-0.388, 2.821, 2.249)  -0.527
C (-0.776, 4.293, 2.383)  -0.084
P (-0.500, 2.107, 0.537)  1.052
C (-2.262, 2.397, -0.076)  -0.508
C (-3.279, 2.897, 0.935)  -0.107
C (-2.358, 3.174, -1.401)  -0.086
C (0.689, 3.102, -0.494)  -0.510
C (0.507, 4.633, -0.428)  -0.080
C (2.160, 2.757, -0.265)  -0.093
H (1.768, 3.242, 2.521)  0.082
H (1.330, 1.530, 2.769)  0.031
H (0.901, 2.746, 3.988)  0.108
H (-1.133, 2.222, 2.796)  0.067
H (0.082, 4.971, 2.252)  0.087
H (-1.567, 4.618, 1.699)  0.063
H (-1.152, 4.442, 3.407)  0.108
H (-2.541, 1.367, -0.335)  0.069
H (-3.309, 3.990, 0.938)  0.092
H (-4.289, 2.563, 0.647)  0.107
H (-3.104, 2.526, 1.944)  0.049
H (-3.444, 3.290, -1.646)  0.118
H (-1.884, 2.659, -2.255)  0.022
H (-1.937, 4.187, -1.297)  0.076
H (0.433, 2.776, -1.530)  0.096
H (1.078, 5.036, 0.410)  0.083
H (0.921, 5.064, -1.346)  0.105
H (-0.538, 4.951, -0.403)  0.059
H (2.390, 1.750, -0.597)  0.033
H (2.767, 3.397, -0.901)  0.107
H (2.438, 2.878, 0.780)  0.060

Atomic forces in eV per Å
Sc 1.243 3.771 -0.900
P -2.032 -0.512 1.164
P 2.006 -0.876 1.343
P -0.581 -0.685 -2.605
H 0.018 -0.304 -0.074
C -0.279 -0.620 -0.185
C 1.223 0.293 -0.070
H -0.271 0.173 -0.176
C 0.486 0.925 -0.023
C 0.226 -0.360 0.514
C -0.520 -0.284 -0.410
C -0.637 0.068 0.235
C -0.226 0.135 -0.041
C -0.585 0.088 -0.529
C 0.231 0.544 0.719
C -0.401 0.132 1.036
C 0.679 0.785 0.358
H -0.734 0.409 0.224
H 0.024 -0.061 0.003
H 0.382 -0.079 -0.113
H -0.253 -0.067 -0.171
H 0.073 -0.574 -0.028
H -0.252 -0.098 -0.008
H 0.225 0.294 -0.044
H 0.259 0.311 -0.549
H -0.094 -0.140 0.189
H 0.672 0.223 -0.088
H 0.236 0.466 -0.033
H 0.254 0.053 0.008
H 0.017 0.258 -0.126
H 0.044 -0.342 -0.200
H -0.416 0.408 -0.326
H 0.648 0.014 -0.042
H -0.456 -0.413 0.073
H -0.127 -0.115 -0.095
H 0.026 0.098 0.446
H 0.515 0.050 -0.039
H -0.053 0.211 -0.135
H -0.059 -0.422 -0.075
H 0.079 -0.463 -0.236
H 0.092 -0.103 -0.256
H 0.020 -0.002 -0.046
H 0.054 0.046 -0.080
H -0.016 0.301 0.322
H -0.497 -0.254 -0.354
H -0.108 0.019 -0.037
C 0.646 -1.026 -0.654
C -0.986 0.017 -0.160
C 0.036 0.426 -0.312
C -0.408 -0.913 -0.087
C 0.746 0.331 0.177
C 0.443 0.124 0.145
O -1.784 -1.362 1.387
H -0.074 -2.336 -0.189
H 0.229 -0.017 0.367
H 0.449 -0.104 -0.078
H -0.242 0.374 0.092
H 0.047 0.172 0.051
H -0.457 -0.027 0.236
C 0.113 0.031 0.311
C 0.008 -0.515 0.032
C -0.189 0.551 0.318
P 0.332 1.276 0.290
C 0.372 -0.721 -0.711
C -0.484 0.209 0.096
C -0.511 0.361 -0.252
C -0.449 -0.044 -1.081
C -0.003 -0.132 -0.234
C -0.015 -0.254 -0.064
H -0.460 -0.260 0.198
H -0.088 0.221 -0.024
H 0.049 -0.053 -0.400
H 0.208 0.199 -0.050
H -0.318 -0.379 0.046
H 0.324 -0.116 0.244
H 0.115 0.067 -0.307
H -0.159 -0.132 0.024
H -0.026 -0.215 0.164
H 0.368 0.092 -0.038
H 0.016 0.310 0.011
H 0.842 -0.075 0.159
H -0.147 0.384 0.732
H -0.338 -0.493 -0.213
H 0.122 0.118 0.562
H -0.252 0.112 -0.090
H 0.077 -0.108 0.152
H 0.365 0.054 0.344
H 0.027 0.104 0.285
H 0.070 0.289 0.186
H 0.251 0.155 -0.205

=====

calculated total energy of number 4 (C26H58OP4Sc)? -3225.87893 Ha

=====

Among the records above, which one has the highest spin multiplicity? C2H4Li2O2

=====

The lowest calculated total energy belongs to which entry? C26H58OP4Sc